ORCA calculation (ωB97M-V/def2-TZVPD) on a structure of composition C35H45AsGeN2O7Si3V.

Properties
Multiplicity: 2
Largest force on an atom (Eh/bohr): 0.013
Energy (eV): -221011.8410
Energy relative to the best compared isomer or geometry (same formula, charge and spin) (eV): 0.000

XYZ file:
```
95
Properties=species:S:1:pos:R:3:lowdin_spin:R:1
V -0.07 0.33 -0.34 1.432
O 2.11 3.37 1.01 0.006
C 1.19 2.67 0.67 0.003
O 1.34 1.39 0.34 0.007
C -0.23 3.20 0.69 -0.001
C -0.48 4.22 1.60 0.000
C -1.75 4.73 1.75 -0.001
C -2.82 4.25 1.01 0.001
C -2.58 3.23 0.12 -0.001
C -1.29 2.69 -0.09 0.006
O -1.11 1.76 -1.02 0.019
N -3.74 2.67 -0.57 0.000
O -4.60 3.45 -0.94 0.000
O -3.79 1.46 -0.72 -0.001
N -2.01 5.74 2.78 0.000
O -3.15 6.12 2.92 0.000
O -1.07 6.09 3.47 0.000
H 0.34 4.60 2.19 0.000
H -3.82 4.64 1.14 0.000
C 2.59 -0.96 -5.11 -0.001
Si 2.01 0.06 -3.65 -0.001
C 3.48 0.73 -2.69 0.000
C 0.89 1.44 -4.22 0.000
As 0.78 -1.24 -2.11 0.002
Si 2.22 -2.83 -1.11 0.001
C 3.42 -1.84 -0.08 0.000
C 3.10 -3.80 -2.45 0.000
C 1.21 -3.98 -0.03 -0.003
Si -1.15 -2.14 -3.14 0.004
C -2.22 -0.66 -3.53 0.001
C -0.68 -3.06 -4.70 0.001
C -2.01 -3.26 -1.92 -0.001
H 3.18 -0.32 -5.77 0.000
H 1.76 -1.35 -5.69 0.000
H 3.22 -1.79 -4.81 0.000
H 3.92 1.56 -3.25 0.000
H 4.25 -0.04 -2.57 0.000
H 3.20 1.09 -1.70 0.000
H 1.49 2.23 -4.68 0.000
H 0.32 1.88 -3.40 0.000
H 0.18 1.09 -4.97 0.000
H 4.20 -1.39 -0.69 0.000
H 3.90 -2.50 0.65 0.000
H 2.93 -1.05 0.48 0.000
H 3.85 -3.18 -2.95 0.000
H 2.42 -4.20 -3.20 0.000
H 3.63 -4.64 -1.99 0.000
H 0.57 -3.43 0.67 -0.004
H 1.91 -4.58 0.56 0.000
H 0.59 -4.67 -0.61 0.000
H -1.74 0.03 -4.22 0.000
H -2.49 -0.10 -2.63 0.001
H -3.15 -1.00 -4.00 0.000
H -0.32 -2.37 -5.48 0.000
H -1.55 -3.58 -5.10 0.000
H 0.10 -3.80 -4.53 0.000
H -2.81 -2.72 -1.41 0.000
H -1.34 -3.67 -1.16 -0.001
H -2.47 -4.11 -2.44 0.000
C -0.98 -0.86 0.70 -0.370
Ge -0.72 -1.14 2.61 -0.040
C -1.45 0.48 3.44 -0.016
C -2.74 0.87 3.09 -0.005
C -3.28 2.05 3.57 0.000
C -2.53 2.87 4.41 -0.001
C -1.24 2.49 4.77 -0.001
C -0.71 1.30 4.28 -0.003
C -1.74 -2.71 3.15 -0.001
C -2.04 -2.94 4.50 0.000
C -2.75 -4.06 4.89 0.000
C -3.17 -4.98 3.94 0.000
C -2.89 -4.77 2.59 0.000
C -2.18 -3.64 2.21 -0.003
C 1.15 -1.41 3.10 -0.001
C 1.58 -2.69 3.46 0.000
C 2.91 -2.92 3.81 0.000
C 3.82 -1.88 3.83 0.000
C 3.41 -0.60 3.47 0.000
C 2.09 -0.37 3.11 0.000
H -1.99 -1.11 0.35 -0.021
H -3.34 0.25 2.43 -0.001
H -4.29 2.34 3.29 0.000
H -2.95 3.80 4.78 0.000
H -0.65 3.13 5.41 0.000
H 0.30 1.02 4.58 0.000
H -1.72 -2.23 5.25 0.000
H -2.97 -4.22 5.93 0.000
H -3.73 -5.86 4.24 0.000
H -3.22 -5.48 1.85 0.000
H -1.97 -3.48 1.16 -0.002
H 0.88 -3.51 3.47 0.000
H 3.22 -3.92 4.09 0.000
H 4.85 -2.06 4.11 0.000
H 4.11 0.22 3.48 0.000
H 1.80 0.63 2.82 0.000
```



ORCA calculation (ωB97M-V/def2-TZVPD) on a structure of composition C35H45BrHgN4P2 at a distorted geometry.

Properties
Multiplicity: 1
Largest force on an atom (Eh/bohr): 0.060
Energy (eV): -135759.2683
Net charge: +2
Energy relative to the best compared isomer or geometry (same formula, charge and spin) (eV): 1.546

XYZ file:
```
88
Properties=species:S:1:pos:R:3:lowdin_charge:R:1
C -0.37 6.54 -4.67 -0.004
C -0.56 5.19 -5.06 -0.241
C -0.86 4.87 -6.39 -0.015
C -1.15 5.94 -7.26 -0.109
N -1.06 7.22 -6.87 0.072
C -0.67 7.54 -5.62 -0.106
C -0.53 4.16 -4.05 0.067
C -0.58 3.45 -3.05 0.039
C -1.11 2.65 -1.95 -0.260
C -0.30 2.27 -0.86 -0.083
C -0.73 1.20 0.04 -0.196
C -2.19 1.00 0.16 -0.628
C -2.96 1.30 -0.95 -0.141
C -2.45 2.19 -1.89 0.011
Hg 0.53 -0.14 -1.89 1.118
P 2.10 -1.88 -0.47 0.987
H -0.94 3.81 -6.65 0.117
H -0.08 6.75 -3.63 0.122
H -1.46 5.66 -8.28 0.118
H -0.60 8.58 -5.29 0.120
H -3.16 2.63 -2.58 0.135
H 0.62 2.82 -0.70 0.131
H -3.97 0.88 -0.98 0.116
H -0.02 1.05 0.89 0.049
C 2.47 -3.26 0.71 -0.368
C 3.44 -4.36 0.33 -0.113
H 1.51 -3.68 1.00 0.080
H 2.79 -2.76 1.63 0.085
H 3.39 -5.15 1.09 0.100
H 3.17 -4.78 -0.63 0.074
H 4.45 -3.97 0.34 0.085
C 3.07 -2.09 -2.09 -0.393
C 3.74 -0.81 -2.61 -0.147
H 2.31 -2.46 -2.80 0.048
H 3.79 -2.93 -1.95 0.088
H 3.72 -0.81 -3.70 0.088
H 3.23 0.11 -2.27 0.037
H 4.79 -0.76 -2.31 0.087
C 2.84 -0.50 0.47 -0.454
C 4.32 -0.58 0.81 -0.107
H 2.23 -0.39 1.38 0.061
H 2.63 0.45 -0.03 0.050
H 4.68 0.38 1.22 0.100
H 4.52 -1.34 1.56 0.077
H 4.92 -0.79 -0.07 0.065
Br -3.10 0.06 1.54 0.851
P -2.33 -3.28 -2.12 1.031
C -0.56 -3.69 -1.95 -0.471
C -0.09 -5.01 -2.56 -0.151
H -0.30 -3.73 -0.87 0.053
H 0.02 -2.91 -2.49 0.011
H 0.98 -4.98 -2.78 0.067
H -0.27 -5.82 -1.88 0.077
H -0.63 -5.22 -3.48 0.069
C -3.00 -3.00 -0.42 -0.434
C -4.30 -3.72 -0.01 -0.144
H -3.14 -1.91 -0.35 -0.003
H -2.18 -3.30 0.25 0.070
H -4.42 -3.66 1.07 0.073
H -5.21 -3.28 -0.43 0.073
H -4.34 -4.77 -0.28 0.072
C -2.39 -1.60 -2.91 -0.441
C -2.78 -1.70 -4.37 -0.158
H -1.42 -1.07 -2.93 -0.008
H -3.10 -0.99 -2.34 0.057
H -3.06 -0.72 -4.75 0.076
H -1.93 -2.04 -4.97 0.076
H -3.58 -2.41 -4.52 0.071
N 0.46 1.10 11.69 0.177
C 0.42 1.07 10.53 -0.167
C 0.31 1.07 9.09 -0.219
C -0.46 2.06 8.46 0.004
C -0.61 2.03 7.09 0.008
C 0.03 1.04 6.35 -0.195
C 0.80 0.04 6.97 0.001
C 0.94 0.06 8.35 -0.002
N -0.03 1.10 4.96 -0.005
C -0.74 2.04 4.25 -0.035
C -0.42 1.87 2.95 -0.175
N 0.51 0.85 2.84 0.026
C 0.72 0.37 4.04 -0.098
H -0.94 2.83 9.05 0.132
H -1.21 2.79 6.60 0.108
H 1.27 -0.75 6.38 0.106
H 1.55 -0.71 8.83 0.132
H -1.47 2.72 4.59 0.114
H -0.86 2.42 2.14 0.090
H 1.38 -0.44 4.32 0.120
```



ORCA calculation (ωB97M-V/def2-TZVPD) on a structure of composition C35H45CuF5N2P.

Properties
Multiplicity: 2
Largest force on an atom (Eh/bohr): 0.013
Energy (eV): -107515.9676
Net charge: +1
Energy relative to the best compared isomer or geometry (same formula, charge and spin) (eV): 0.000

XYZ file:
```
89
Properties=species:S:1:pos:R:3:lowdin_spin:R:1
Cu 0.37 0.38 -0.20 0.582
C -4.25 -0.39 -0.22 0.000
C -3.66 0.36 -1.40 0.001
C -4.38 0.36 -2.60 0.000
C -3.93 1.04 -3.70 0.001
C -2.74 1.76 -3.63 0.000
C -1.99 1.77 -2.47 0.001
C -0.71 2.56 -2.41 0.007
C -2.46 1.06 -1.36 0.000
N -1.61 1.05 -0.19 0.016
C -1.95 1.64 0.89 0.006
C -3.22 2.41 1.09 0.001
C -0.96 1.64 2.03 0.005
C -1.44 2.00 3.40 0.001
N 0.25 1.36 1.73 0.036
C 1.33 1.65 2.62 0.001
C 1.55 2.98 3.03 0.001
C 0.65 4.14 2.66 0.000
C 2.68 3.24 3.81 0.000
C 3.55 2.24 4.18 0.001
C 3.31 0.94 3.78 0.000
C 2.21 0.63 2.99 0.001
C 1.96 -0.79 2.56 0.000
H -5.21 0.05 0.05 0.000
H -3.61 -0.36 0.66 0.000
H -4.43 -1.43 -0.48 0.000
H -5.32 -0.19 -2.64 0.000
H -4.50 1.03 -4.62 0.000
H -2.39 2.32 -4.49 0.000
H -0.51 3.05 -3.36 0.000
H 0.15 1.93 -2.19 0.005
H -0.74 3.33 -1.63 0.000
H -3.77 2.52 0.16 0.000
H -2.98 3.40 1.48 0.000
H -3.86 1.92 1.82 0.001
H -2.27 1.34 3.66 0.000
H -1.82 3.03 3.45 0.000
H -0.65 1.89 4.13 0.000
H 0.05 3.95 1.78 0.000
H 1.26 5.02 2.46 0.000
H -0.01 4.39 3.49 0.000
H 2.86 4.27 4.11 0.000
H 4.41 2.47 4.79 0.000
H 3.98 0.14 4.07 0.000
H 2.81 -1.42 2.82 0.000
H 1.83 -0.84 1.47 0.000
H 1.07 -1.20 3.03 0.000
C 0.76 -4.71 0.16 0.006
C 1.31 -3.28 0.16 0.015
C 2.77 -3.26 -0.30 0.000
P 0.29 -2.02 -0.75 0.089
C -1.48 -2.30 -0.25 0.016
C -2.27 -3.47 -0.84 0.006
C -1.55 -2.28 1.28 0.002
C 0.43 -2.27 -2.57 0.005
C 0.34 -3.71 -3.10 0.003
C -0.57 -1.34 -3.26 -0.001
H 1.48 -5.35 0.67 0.001
H 0.62 -5.11 -0.84 0.000
H -0.18 -4.79 0.70 0.000
H 1.28 -2.92 1.19 0.001
H 2.87 -3.36 -1.38 0.000
H 3.30 -4.10 0.16 0.000
H 3.28 -2.34 0.00 0.000
H -1.96 -1.40 -0.62 0.001
H -1.81 -4.44 -0.67 0.000
H -2.42 -3.35 -1.91 0.000
H -3.26 -3.50 -0.38 0.001
H -1.12 -3.18 1.73 0.000
H -2.59 -2.23 1.61 0.000
H -1.02 -1.42 1.70 0.001
H 1.43 -1.91 -2.80 0.000
H -0.57 -4.22 -2.80 0.000
H 1.20 -4.31 -2.78 0.000
H 0.36 -3.68 -4.19 0.000
H -1.60 -1.66 -3.12 0.000
H -0.37 -1.30 -4.33 0.000
H -0.49 -0.31 -2.88 -0.001
F 3.14 -1.01 -1.48 0.002
C 3.26 0.30 -1.16 0.016
C 2.17 1.02 -0.71 0.127
C 2.43 2.36 -0.48 0.025
F 1.41 3.19 -0.13 0.005
C 3.67 2.94 -0.61 0.005
F 3.84 4.24 -0.36 0.003
C 4.73 2.17 -1.03 -0.003
F 5.94 2.71 -1.17 -0.001
C 4.52 0.83 -1.31 0.004
F 5.54 0.08 -1.74 0.002
```



ORCA calculation (ωB97M-V/def2-TZVPD) on a structure of composition C35H45N2O2SSb2W at a distorted geometry.

Properties
Multiplicity: 1
Largest force on an atom (Eh/bohr): 0.058
Energy (eV): -69810.9494
Net charge: +3
Energy relative to the best compared isomer or geometry (same formula, charge and spin) (eV): 1.045

XYZ file:
```
88
Properties=species:S:1:pos:R:3:lowdin_charge:R:1
W -1.30 -0.17 -0.71 1.168
C -2.97 -1.56 -1.63 -0.199
C -2.12 -1.11 -2.67 -0.148
C -2.24 0.31 -2.73 -0.159
C -3.15 0.71 -1.70 -0.175
C -3.60 -0.45 -1.03 -0.163
H -3.21 -2.59 -1.43 0.101
H -1.62 -1.74 -3.38 0.138
H -1.83 0.94 -3.50 0.120
H -3.55 1.69 -1.57 0.115
H -4.39 -0.49 -0.31 0.137
C 0.75 -3.48 -1.29 -0.246
Sb -0.59 -2.69 0.13 1.424
C -2.03 -4.22 0.24 -0.261
C 0.44 -3.06 1.96 -0.254
C -0.53 -3.13 3.11 -0.291
C -1.05 -4.36 3.49 -0.047
C -1.98 -4.47 4.52 -0.041
C -2.39 -3.33 5.19 -0.042
C -1.86 -2.10 4.84 -0.036
C -0.93 -1.98 3.80 -0.276
C -0.32 -0.63 3.50 -0.267
Sb -1.29 0.47 1.95 1.393
C -3.26 0.39 2.68 -0.266
C -0.72 2.40 2.58 -0.258
H 0.94 -4.52 -1.02 0.036
H 1.68 -2.91 -1.26 0.005
H 0.33 -3.44 -2.29 0.019
H -1.57 -5.07 0.74 0.027
H -2.34 -4.52 -0.76 0.028
H -2.90 -3.89 0.83 0.032
H 1.24 -2.33 2.07 0.048
H 0.88 -4.04 1.76 0.082
H -0.70 -5.27 2.99 0.122
H -2.36 -5.45 4.80 0.124
H -3.11 -3.41 6.00 0.123
H -2.15 -1.21 5.40 0.123
H 0.73 -0.68 3.25 0.023
H -0.44 0.05 4.34 0.080
H -3.28 0.74 3.71 0.035
H -3.62 -0.64 2.64 0.020
H -3.90 1.03 2.07 0.016
H -0.84 2.39 3.67 0.033
H -1.37 3.16 2.15 0.016
H 0.32 2.61 2.33 0.007
C -0.27 4.49 -0.38 -0.205
S -0.21 3.13 -1.50 1.012
O -0.79 1.96 -0.67 -0.721
C -1.37 3.62 -2.71 -0.435
C -2.66 4.05 -2.38 -0.082
C -3.50 4.46 -3.40 -0.029
C -3.05 4.44 -4.72 -0.018
C -1.77 4.01 -5.04 -0.036
C -0.91 3.59 -4.02 -0.087
H -1.26 4.53 0.08 0.065
H -0.08 5.38 -0.98 0.093
H 0.51 4.35 0.36 0.067
H -3.00 4.07 -1.35 0.119
H -4.50 4.80 -3.16 0.128
H -3.71 4.79 -5.51 0.130
H -1.43 4.01 -6.07 0.127
H 0.10 3.26 -4.26 0.110
C 5.35 0.71 -1.42 0.066
N 3.90 0.60 -1.70 -0.007
N 2.99 0.10 -0.79 0.082
C 1.76 0.18 -1.33 -0.367
O 0.76 -0.31 -0.64 -0.323
C 1.88 0.74 -2.60 0.051
C 3.24 0.98 -2.79 -0.217
C 3.96 1.56 -3.97 0.024
C 3.37 -0.37 0.53 -0.200
C 4.25 -1.43 0.64 -0.014
C 4.61 -1.88 1.91 -0.031
C 4.08 -1.27 3.04 -0.033
C 3.19 -0.21 2.91 -0.069
C 2.83 0.25 1.64 -0.022
H 5.51 0.76 -0.35 0.100
H 5.71 1.63 -1.87 0.104
H 5.89 -0.13 -1.84 0.112
H 1.09 0.90 -3.31 0.118
H 3.26 1.68 -4.80 0.094
H 4.77 0.91 -4.30 0.106
H 4.38 2.53 -3.73 0.104
H 4.64 -1.92 -0.25 0.132
H 5.30 -2.71 2.00 0.128
H 4.38 -1.61 4.03 0.128
H 2.80 0.29 3.79 0.122
H 2.15 1.08 1.52 0.110
```



ORCA calculation (ωB97M-V/def2-TZVPD) on a cluster of 2 separate species, C35H45N2O4PSi in total at a distorted geometry.

Properties
Multiplicity: 1
Largest force on an atom (Eh/bohr): 0.233
Energy (eV): -65361.0877

XYZ file:
```
88
Properties=species:S:1:pos:R:3:lowdin_charge:R:1
C -3.23 1.19 -1.78 -0.078
C -2.36 0.29 -0.91 -0.322
O -1.49 1.05 -0.10 -0.259
P -0.44 0.06 0.66 0.544
C -1.28 -0.58 2.10 -0.290
C -1.40 -1.85 2.19 -0.520
N -1.53 -3.08 2.29 0.010
O -0.02 -1.08 -0.29 -0.325
O 0.84 0.89 1.19 -0.205
C 0.95 2.14 0.56 -0.341
C 2.09 2.94 1.17 -0.074
H -3.96 0.62 -2.37 0.073
H -3.78 1.90 -1.16 0.061
H -2.62 1.76 -2.47 0.069
H -2.97 -0.34 -0.25 0.120
H -1.73 -0.39 -1.52 0.109
H -1.67 0.09 2.84 0.016
H 1.09 1.97 -0.52 0.126
H -0.02 2.65 0.69 0.084
H 2.16 3.96 0.77 0.071
H 1.96 3.02 2.25 0.066
H 3.04 2.44 1.00 0.076
C -4.41 1.18 14.26 -0.144
Si -5.29 0.40 12.81 0.463
C -6.20 -1.13 13.42 -0.150
C -6.57 1.60 12.14 -0.122
O -4.14 -0.02 11.64 -0.161
C -4.02 0.62 10.35 -0.328
C -5.22 0.22 9.48 -0.163
C -6.01 -0.84 9.86 -0.048
C -7.05 -1.28 9.06 -0.050
C -7.29 -0.66 7.86 -0.067
C -6.49 0.38 7.45 -0.054
C -5.46 0.81 8.25 -0.076
C -3.86 2.13 10.56 -0.174
C -4.69 3.09 10.00 -0.053
C -4.46 4.43 10.21 -0.061
C -3.39 4.84 10.98 -0.076
C -2.57 3.90 11.57 -0.065
C -2.81 2.56 11.36 -0.055
C -2.72 0.09 9.65 -0.159
C -2.72 -1.44 9.48 -0.089
C -3.01 -1.71 7.99 -0.111
C -2.72 -0.39 7.25 -0.092
N -2.57 0.68 8.28 -0.006
C -1.82 1.82 8.05 0.018
C -1.85 2.54 6.87 -0.027
C -2.92 2.53 5.98 0.041
C -2.96 3.18 4.70 -0.203
C -4.20 3.51 4.13 -0.011
C -4.26 4.09 2.88 -0.057
C -3.10 4.34 2.17 -0.032
C -1.87 4.02 2.71 -0.047
C -1.79 3.46 3.97 0.002
H -5.13 1.49 15.01 0.038
H -3.72 0.47 14.70 0.035
H -3.85 2.05 13.93 0.018
H -6.81 -0.88 14.28 0.039
H -6.85 -1.54 12.65 0.023
H -5.49 -1.90 13.71 0.037
H -7.42 1.67 12.81 0.044
H -6.13 2.59 12.05 0.029
H -6.92 1.29 11.17 0.032
H -5.80 -1.34 10.79 0.090
H -7.67 -2.10 9.39 0.113
H -8.11 -1.00 7.23 0.109
H -6.66 0.86 6.50 0.108
H -4.81 1.61 7.93 0.082
H -5.56 2.79 9.43 0.106
H -5.10 5.16 9.75 0.109
H -3.21 5.89 11.14 0.107
H -1.75 4.21 12.19 0.110
H -2.19 1.82 11.84 0.122
H -1.85 0.40 10.24 0.147
H -1.76 -1.87 9.78 0.124
H -3.47 -1.88 10.14 0.115
H -2.41 -2.54 7.60 0.126
H -4.06 -2.00 7.85 0.113
H -1.79 -0.45 6.67 0.142
H -3.52 -0.12 6.55 0.109
H -1.11 2.09 8.82 0.142
H -1.05 3.23 6.67 0.118
H -3.82 2.05 6.29 0.096
H -5.10 3.34 4.69 0.113
H -5.22 4.36 2.46 0.112
H -3.16 4.77 1.19 0.117
H -0.97 4.21 2.15 0.105
H -0.83 3.19 4.38 0.117
```